This record from the OMol25 dataset describes a structure of composition C34H30Br2ClN6O4Re at a distorted geometry. The level of theory is wB97M-V/def2-TZVPD.

```
78
Properties=species:S:1:pos:R:3:forces:R:3
C -4.0919 -0.3404 3.4508 -0.797 0.005 -0.083
H 2.7432 -3.5285 1.3179 0.098 -0.155 0.055
C -4.8223 0.6106 2.7270 0.195 -0.120 0.164
H 4.5053 4.0754 4.3914 0.045 0.062 0.035
H 1.8758 -0.4618 -1.8917 0.075 -0.049 -0.030
C -0.7201 1.3231 -1.8881 -1.306 1.067 0.292
N -0.2020 -3.5589 -0.2724 0.050 0.245 0.068
C 4.4647 2.9073 2.5947 -0.185 -0.534 -0.553
H -6.7544 1.3698 2.2319 -0.028 0.083 -0.049
H 0.7895 0.2431 -3.8260 0.144 -0.023 -0.005
O 0.5549 0.9702 -1.5770 2.266 0.585 1.837
C -2.8182 0.8286 -5.0223 -0.024 0.118 0.328
C -1.6979 0.0659 2.6769 0.231 -0.517 1.436
C 4.1986 1.4839 0.5884 -0.131 -0.790 -1.319
Br 0.1164 -0.0593 3.3100 -0.451 0.021 -0.167
H -2.2886 -0.7780 4.4775 0.102 0.011 0.021
C 1.5730 -1.7729 0.7824 -1.209 -1.147 -0.608
C -2.4761 1.0932 -3.6955 0.435 -0.234 -0.330
H -2.1399 0.1713 -6.9320 -0.083 -0.057 -0.170
C 2.9187 -0.7302 -1.9516 0.011 0.423 0.333
H -6.7026 -1.9897 4.8660 -0.049 -0.069 0.042
C -1.9097 0.4018 1.3156 -0.019 0.445 -1.404
C 5.5822 -1.4420 -2.1352 0.032 -0.097 -0.149
H 5.5208 2.9822 2.3965 0.155 -0.041 -0.026
H -1.2432 -4.2849 -1.9287 -0.037 -0.053 0.085
H -4.2585 -2.0212 4.7825 0.101 -0.045 0.119
H -7.9653 -0.2810 3.6056 -0.091 -0.004 -0.039
C 4.6262 -2.1271 -2.8736 -0.157 -0.005 -0.047
O -1.5593 -1.8260 -0.7918 -0.132 -0.322 -0.084
N -1.1019 0.8905 0.4250 0.559 0.213 1.487
H -3.1110 1.6628 -1.9742 0.027 -0.156 -0.019
C 0.9305 -4.0150 0.3037 0.323 0.141 0.195
C 3.6578 2.1717 1.7168 -0.394 0.727 1.065
C -1.8715 0.3503 -5.9049 0.139 -0.030 0.169
C -0.5735 0.1098 -5.4766 0.078 -0.002 0.037
C -6.1789 -1.2651 4.2617 -0.126 0.005 -0.003
H -2.1592 -4.2471 -0.4196 0.073 -0.085 -0.062
N 0.4391 -1.3605 0.1824 1.231 1.043 0.353
C -6.2040 0.6194 2.7783 -0.137 -0.008 -0.037
H -3.8293 1.0308 -5.3370 -0.139 -0.003 -0.033
C 1.8396 -3.1791 0.8540 0.145 0.169 0.089
H 6.6209 -1.7227 -2.2026 0.097 -0.021 -0.028
H 5.2774 1.4407 0.4951 -0.031 -0.107 -0.019
H -0.8920 -5.4810 -0.6544 0.027 0.020 0.010
H -2.8992 0.1034 0.9638 0.072 0.139 -0.084
C -6.8883 -0.3110 3.5460 0.136 0.009 -0.023
H 0.1684 -0.2678 -6.1617 0.073 -0.034 -0.100
C 5.2059 -0.4091 -1.3053 -0.343 0.300 0.204
C -0.4820 -2.1888 -0.3156 -0.230 -0.449 -0.109
N -1.6274 0.8387 -0.8465 -0.836 -0.350 -1.016
H 1.0075 3.9477 0.7965 -0.069 -0.247 -0.067
C 1.7781 2.7211 2.9290 -0.400 -0.025 0.125
Re 1.2881 1.1587 0.2737 -2.423 -2.463 -2.149
H -4.3068 1.3867 2.1836 0.061 0.098 -0.090
H 1.0651 -5.0882 0.3073 -0.024 0.000 -0.026
H 0.7014 2.6821 3.0153 0.035 -0.084 -0.054
Cl 2.2442 3.7956 -1.1653 0.462 0.416 -0.471
C -1.1789 -4.4514 -0.8517 -0.464 -0.166 -0.262
C -0.2240 0.3829 -4.1653 -0.095 -0.071 -0.157
N 3.4001 0.8885 -0.2421 -0.277 1.451 1.654
H -1.8821 -0.1594 -1.0372 0.353 0.504 0.146
C 3.2913 -1.7573 -2.7906 0.316 -0.222 -0.144
C 2.5179 3.4395 3.8451 0.448 -0.020 0.012
N 2.3154 2.0516 1.9039 0.748 0.777 -0.108
H -0.0043 3.5627 -0.5938 0.062 -0.355 0.117
Br 5.1358 -3.5655 -3.9898 -0.033 0.186 0.145
O -3.4398 1.5756 -2.8822 -0.307 0.294 0.147
C -4.8018 -1.2754 4.2223 0.198 0.136 -0.197
C -1.1591 0.8756 -3.2708 -0.113 0.014 0.397
C 3.8574 -0.0383 -1.1750 0.428 -1.196 -1.257
C 0.9322 3.3142 -0.0897 0.182 -0.981 0.519
H 5.9814 0.0941 -0.7514 0.108 -0.006 0.081
H 2.0215 3.9290 4.6662 -0.103 0.041 0.054
C -2.6520 -0.3626 3.5453 1.102 0.279 -0.414
O 2.3305 -0.8867 1.2364 0.264 1.736 0.232
C 3.8993 3.5238 3.6897 -0.541 -0.024 -0.042
H 2.5442 -2.2767 -3.3722 -0.038 -0.023 -0.034
H -0.8064 2.4349 -1.8959 0.134 -0.374 0.016
```
Positions in Å, forces in eV/Å.

## Properties
* max |F|: 4.1 eV/A
* LUMO (spin up / spin down): -0.1738 / -0.1762 hartree
* spin multiplicity: 2
* total charge: +1
* E_tot: -7629.38091 Ha
* energy above the lowest of the compared OMol25 structures with the same formula, charge and spin: 0.00 kcal per mole

---

This record from the OMol25 dataset describes a structure of composition C34H30F6GeN3O7PbS2Se2. The level of theory is wB97M-V/def2-TZVPD.

```
86
Properties=species:S:1:pos:R:3:forces:R:3
C 1.0005 -1.8029 3.4033 -0.017 0.004 0.072
H -1.3128 -3.4090 5.2837 -0.011 0.006 0.001
C -3.1079 -1.4649 -1.9481 -0.210 -0.266 0.546
C 3.4269 -1.6930 -0.2473 -0.065 0.028 -0.061
C 2.6603 0.1289 1.1589 -0.388 0.242 0.263
N -1.8012 -1.7012 -2.4574 0.044 -0.267 -0.254
O -0.3290 1.2243 0.9849 0.254 0.279 0.025
H 3.1624 5.5905 2.1494 -0.016 -0.003 0.018
C 2.1947 5.2290 4.0327 0.001 -0.063 -0.040
H 2.7533 3.3248 1.2957 -0.051 0.062 0.002
H 2.7328 -0.6595 -6.8551 0.060 0.061 -0.003
H -3.6584 0.4271 -2.0313 0.102 0.023 -0.066
C 1.7788 -0.6425 -4.9384 0.040 0.125 0.249
S -1.5386 2.4891 -2.0537 0.144 0.183 0.095
C 3.2074 1.1061 -5.7130 -0.087 -0.006 0.036
C -4.1893 -1.9320 -2.8532 0.014 0.245 0.027
C -0.7270 4.1297 -2.3851 0.086 -0.127 0.108
C 2.5916 -0.1113 -5.9318 -0.053 -0.156 -0.097
F -0.6738 4.3258 -3.6890 -0.017 -0.020 -0.032
H -0.4126 -3.3354 0.4024 -0.011 -0.004 0.005
C -3.9287 -2.8816 -3.7876 0.001 -0.068 -0.222
C 1.5412 4.3038 4.8341 -0.018 0.011 0.099
Se 0.9728 -2.3275 -5.4025 -0.049 -0.030 -0.230
Pb 0.2314 -0.6650 -1.7265 0.029 0.281 0.519
H -5.1874 -1.5547 -2.6717 -0.004 -0.073 0.039
C -2.4140 -2.8046 1.6967 -0.023 0.073 -0.139
C -2.3252 -3.1502 0.2096 -0.440 -0.301 0.372
C -1.5989 -2.6927 -3.2881 0.305 0.348 0.199
H -2.3945 -4.1647 -4.6579 0.045 -0.010 0.024
H -1.0508 0.7388 4.3137 -0.081 0.052 -0.045
H 0.8401 2.2862 5.0106 -0.035 0.038 -0.006
H 5.7802 0.7277 -0.0466 -0.022 -0.003 0.022
C 2.4360 3.5850 2.2976 -0.074 0.100 -0.014
O -0.3656 3.6859 1.0383 0.117 0.094 0.013
C -3.3862 -2.3121 -0.5337 0.486 0.229 -0.378
H 3.8507 1.5397 -6.4665 -0.016 -0.011 -0.018
Ge 1.3715 0.8986 2.4324 -0.051 -0.362 -0.407
C 1.7717 2.6585 3.1006 -0.285 -0.620 -0.215
H 3.4378 2.7167 -4.2954 -0.016 -0.017 0.010
H -4.7272 -3.2679 -4.4080 0.010 -0.005 0.029
C 2.1703 1.1599 -3.5751 -0.010 -0.090 0.078
F -2.0232 2.4748 3.1661 0.046 0.037 0.089
C 4.8411 0.2128 0.1117 0.078 0.008 -0.041
H 1.9443 -1.9987 2.9151 -0.005 -0.043 -0.083
H 2.3478 6.2388 4.3897 0.010 -0.014 0.009
H 3.2620 -2.6746 -0.6752 0.033 -0.025 0.004
F 0.5170 4.0728 -1.8975 -0.065 0.089 0.014
C 2.9843 1.7590 -4.5084 0.102 0.074 0.013
O -0.9864 -2.9133 -0.2505 0.066 0.175 -0.168
H -2.6701 -4.8585 -1.1038 0.004 0.008 0.010
C 4.6235 -1.0228 -0.4769 -0.048 0.018 -0.037
H 1.9593 1.6445 -2.6300 0.065 0.023 -0.005
C 2.4540 -1.1196 0.5592 0.130 -0.033 0.145
C -1.3018 -1.3029 4.8696 -0.075 -0.026 0.060
C 2.6509 4.8664 2.7700 0.041 0.063 -0.013
F -3.0949 1.1846 1.7886 0.007 0.104 0.056
H 5.3903 -1.4763 -1.0919 -0.013 0.017 0.010
O -0.4378 1.5575 -2.3409 -0.157 -0.014 0.136
C -2.5120 2.3702 1.9345 0.037 -0.142 -0.085
O -2.6773 2.3916 -2.9012 -0.147 -0.032 0.174
H 1.1894 4.5883 5.8170 0.029 -0.005 -0.009
C 3.8703 0.7824 0.9271 0.014 0.014 0.057
C 1.3325 3.0126 4.3743 0.001 0.025 0.042
Se 0.2773 -3.1802 -3.3768 0.032 -0.360 -0.174
N -1.9543 2.5089 -0.5423 0.287 -0.392 -0.309
H -3.4520 -2.7546 2.0168 -0.004 -0.057 0.014
H -1.9451 -1.8359 1.8838 0.000 -0.010 0.037
S -1.0951 2.4993 0.7552 -0.085 -0.130 0.126
H -3.7242 -4.7978 0.3218 0.006 -0.006 0.008
F -1.3950 5.0965 -1.7953 -0.020 -0.004 -0.030
H -1.9073 -3.5726 2.2851 0.030 0.054 -0.056
C -2.7147 -4.6120 -0.0410 0.093 0.051 -0.058
C 0.3482 -2.8435 4.0488 0.008 -0.019 0.059
H -2.0242 -5.2653 0.4950 -0.008 -0.002 -0.006
C -0.8115 -2.5980 4.7719 0.097 0.053 -0.001
N 1.5752 -0.0307 -3.7734 -0.118 -0.097 -0.228
H 1.5641 -1.6932 0.7900 -0.112 0.061 -0.046
H -2.1809 -1.0997 5.4674 0.008 0.000 -0.011
H 4.0824 1.7244 1.4164 0.030 -0.043 -0.044
O -4.4912 -2.2234 -0.1158 -0.071 -0.057 0.017
C -2.6131 -3.3631 -3.9680 -0.235 -0.058 0.003
H 0.7571 -3.8448 3.9999 0.029 0.007 0.057
O -3.1844 -0.1738 -1.4375 -0.045 0.263 -0.179
C 0.4769 -0.5080 3.4466 0.227 0.453 -0.158
C -0.6639 -0.2629 4.2117 0.030 -0.005 -0.051
F -3.3711 3.3372 1.7114 -0.024 -0.001 0.027
```
Positions in Å, forces in eV/Å.

## Properties
* max |F|: 0.7 eV/A
* LUMO (spin up / spin down): -0.2092 / -0.2697 hartree
* spin multiplicity: 2
* total charge: +2
* E_tot: -10472.22554 Ha
* energy above the lowest of the compared OMol25 structures with the same formula, charge and spin: 49.00 kcal per mole